Run w
Here is an isolated molecule of C4H3NOS2 from the OMol25 dataset. Energies are from ωB97M-V with the def2-TZVPD basis set.

Last column: natural (NBO) charge in e.
Element x y z (Å)
S -0.8945 1.5576 3.0380  -0.01
C -0.7764 0.8800 1.4748  0.18
C -0.7228 -0.5789 1.3084  -0.23
C -0.3011 -0.9584 0.0253  -0.26
C -0.0161 0.4018 -0.5278  0.46
N 0.5535 0.6913 -1.6402  -0.53
S 1.2827 -0.5894 -2.5495  0.15
O -0.4347 1.5011 0.2580  -0.43
H -1.0151 -1.2808 2.2109  0.26
H 0.1816 -1.9120 -0.3293  0.27
H 2.1429 0.2877 -3.2686  0.15


Run x
Here is an isolated molecule of C4H3NOS2 from the OMol25 dataset. Energies are from ωB97M-V with the def2-TZVPD basis set.

Last column: natural (NBO) charge in e.
Element x y z (Å)
C 1.9169 -0.6238 0.3445  -0.36
C 0.7171 -0.2033 -0.2820  -0.20
C 0.4620 1.2468 -0.3348  0.07
N -0.7359 1.7245 -0.1507  -0.58
S -2.3202 1.0817 -0.2220  0.52
C -2.2065 -0.6769 0.1268  0.26
O -3.1405 -1.4864 0.2534  -0.52
S -0.6039 -1.4882 -0.6598  0.15
H 2.3911 0.2456 0.7027  0.20
H 2.1291 -1.7239 0.6477  0.24
H 1.3909 1.9039 -0.4258  0.22


What should be chosen as the most stable of them? Choose run w.


Run w
Here is an isolated molecule of C4H3NOS2 from the OMol25 dataset. Energies are from ωB97M-V with the def2-TZVPD basis set.

Last column: natural (NBO) charge in e.
Element x y z (Å)
C -1.0592 0.4902 -2.6958  -0.08
C -0.4897 0.0291 -1.7438  -0.15
C 0.0766 -0.7060 -0.6272  0.62
O 0.6269 -1.7633 -0.7695  -0.51
N 0.1404 0.0068 0.5795  -0.57
S -0.4273 1.6121 0.6864  0.18
C 0.7690 -0.6273 1.6327  -0.09
S 1.0205 0.0721 3.0874  -0.03
H -1.6654 0.8393 -3.4806  0.24
H -0.0355 1.6943 1.9933  0.16
H 1.0435 -1.6474 1.3378  0.25


Run x
Here is an isolated molecule of C4H3NOS2 from the OMol25 dataset. Energies are from ωB97M-V with the def2-TZVPD basis set.

Last column: natural (NBO) charge in e.
Element x y z (Å)
S -0.5076 2.5044 0.0000  0.00
C 0.1950 1.0353 0.0111  0.15
O 1.5385 0.9002 -0.0068  -0.45
C 1.8626 -0.4511 -0.0083  0.14
C 0.7917 -1.2389 0.0044  -0.30
C -0.3726 -0.3514 0.0069  0.09
N -1.5751 -0.7917 0.0018  -0.51
S -3.0048 0.0369 -0.0046  0.30
H 2.9230 -0.6440 -0.0151  0.22
H 0.7413 -2.3172 0.0058  0.25
H -2.5920 1.3177 0.0050  0.11


What should be chosen as the most stable of them? Choose run x.